(A)
300
Properties=species:S:1:pos:R:3 method="wB97M-V/def2-TZVPD" spin_multiplicity=1 gap_ev=7.897
C 10.7220 6.6654 -3.0959
C 10.9773 5.6658 -1.8786
C 10.9915 6.4040 -0.5298
C 9.7780 4.7426 -1.9738
C 10.0646 3.2961 -1.3365
C 11.4726 2.7076 -1.7351
C 12.5704 3.6901 -1.1789
C 12.5523 3.5819 0.3663
C 13.9276 3.1699 -1.6344
N 12.3122 4.8888 -2.0253
O 13.3688 5.8165 -2.2656
H 9.7271 7.1106 -3.0984
H 11.5833 7.3222 -3.2185
H 10.5482 6.0781 -3.9976
H 10.2395 7.1925 -0.5017
H 10.8478 5.6358 0.2301
H 11.9387 6.8987 -0.3152
H 8.8570 5.1676 -1.5747
H 9.4905 4.4938 -2.9953
H 9.9978 3.5400 -0.2762
H 9.3008 2.5582 -1.5821
H 11.4059 2.7683 -2.8213
H 11.5896 1.6557 -1.4744
H 12.9993 4.4965 0.7558
H 13.2219 2.8183 0.7620
H 11.5827 3.3331 0.7977
H 14.1087 2.2566 -1.0677
H 14.6924 3.9456 -1.5942
H 13.8730 2.8850 -2.6851
H 13.3575 5.7084 -3.2194
C -0.9872 -9.1424 5.4283
C 0.3198 -9.2279 6.2143
C 0.8215 -7.7403 6.3914
C 0.0771 -9.8340 7.6059
C 0.0225 -11.3851 7.6370
C 1.1726 -12.0574 6.7887
C 1.3658 -11.5189 5.3725
C 2.8870 -11.9081 5.1300
C 0.3569 -12.1674 4.4179
N 1.2626 -10.0255 5.4131
O 1.7927 -9.4186 4.3163
H -1.4099 -10.1312 5.2498
H -1.6353 -8.4706 5.9911
H -0.8171 -8.5510 4.5287
H 0.3702 -7.3477 7.3025
H 1.8966 -7.7355 6.5714
H 0.4998 -7.0049 5.6539
H 0.8865 -9.4968 8.2535
H -0.9013 -9.4701 7.9194
H 0.0998 -11.7787 8.6505
H -0.9822 -11.5794 7.2617
H 1.0238 -13.1349 6.7177
H 2.1398 -12.2279 7.2616
H 3.1874 -12.8988 5.4714
H 3.5168 -11.1825 5.6447
H 3.2262 -11.8053 4.0992
H 0.7174 -13.1375 4.0758
H 0.3477 -11.5317 3.5325
H -0.5869 -12.0913 4.9578
H 2.5399 -9.0413 4.7862
C 13.1778 2.8548 8.7842
C 12.7309 4.2512 9.0226
C 12.8161 4.4840 10.5039
C 13.7727 5.1735 8.3024
C 13.3316 6.6513 8.1632
C 12.0018 6.5910 7.4080
C 10.9255 5.8161 8.1946
C 10.4890 6.5242 9.4559
C 9.7766 5.6767 7.1365
N 11.3615 4.4034 8.3444
O 10.4188 3.4874 8.8095
H 14.2110 2.7584 9.1180
H 12.5678 2.1819 9.3869
H 13.1825 2.4526 7.7711
H 12.0804 3.8596 11.0108
H 13.8650 4.2307 10.6577
H 12.5934 5.5245 10.7405
H 14.7133 5.2447 8.8486
H 14.2302 4.6672 7.4524
H 13.3428 6.9980 9.1965
H 14.0232 7.1856 7.5118
H 12.0926 6.1651 6.4088
H 11.5143 7.5278 7.1382
H 9.7772 7.3494 9.4363
H 11.2904 6.9520 10.0582
H 9.9132 5.7925 10.0226
H 10.0325 5.0587 6.2759
H 9.3885 6.6501 6.8363
H 8.8840 5.1534 7.4791
H 10.6710 2.6923 8.3342
C -10.2617 9.6924 -4.4319
C -10.0949 11.1331 -3.7003
C -9.4056 12.0875 -4.6164
C -11.4987 11.7036 -3.5041
C -12.3142 11.1602 -2.3399
C -11.6195 11.3125 -1.0296
C -10.1767 10.7926 -1.1414
C -9.4716 11.5077 0.0501
C -10.1824 9.2040 -0.8561
N -9.3810 11.1436 -2.3677
O -8.1970 10.5535 -2.3336
H -9.3062 9.4955 -4.9181
H -10.6230 8.8875 -3.7917
H -10.7928 9.7996 -5.3777
H -9.7145 11.8905 -5.6430
H -9.5247 13.1561 -4.4375
H -8.3623 11.7727 -4.6411
H -11.4253 12.7910 -3.4939
H -12.0750 11.4504 -4.3939
H -13.2968 11.6250 -2.4204
H -12.5953 10.1179 -2.4905
H -12.1830 10.6970 -0.3284
H -11.7823 12.3146 -0.6329
H -8.5800 10.9254 0.2827
H -10.1320 11.6802 0.8999
H -9.2152 12.4856 -0.3573
H -9.2049 8.8307 -1.1612
H -10.8684 8.7660 -1.5812
H -10.1672 9.0360 0.2208
H -7.7591 11.4010 -2.2253
C -4.0128 2.6210 1.3722
C -2.7660 2.3040 2.1595
C -2.9185 2.8228 3.6878
C -2.7417 0.6786 2.2770
C -1.4263 0.0558 2.6631
C -0.2627 0.5850 1.8694
C -0.1462 2.2092 1.8674
C 0.3883 2.6848 3.2603
C 0.8790 2.4322 0.7435
N -1.4621 2.7736 1.5575
O -1.5784 4.1478 1.3766
H -3.8606 2.2980 0.3423
H -4.9213 2.2531 1.8491
H -4.0874 3.6904 1.1750
H -3.8298 2.4773 4.1759
H -2.1494 2.4486 4.3634
H -2.9795 3.9109 3.7109
H -3.6201 0.5708 2.9134
H -3.1450 0.1229 1.4304
H -1.3159 0.3483 3.7073
H -1.4465 -1.0256 2.5279
H -0.4907 0.1529 0.8951
H 0.5577 0.1376 2.4307
H 1.4541 2.8922 3.3554
H 0.4111 1.9408 4.0565
H -0.2835 3.4921 3.5522
H 1.7348 1.9209 1.1843
H 1.0598 3.5044 0.6666
H 0.6233 2.0191 -0.2322
H -1.4462 4.2494 0.4312
C 1.5894 5.2202 -7.2972
C 0.3669 5.6890 -8.1955
C 0.2164 4.5879 -9.3170
C -0.8944 5.5947 -7.3431
C -2.1149 6.4140 -7.7947
C -1.6536 7.8631 -8.1514
C -0.4900 7.9225 -9.1828
C -0.9574 7.7270 -10.5776
C 0.0053 9.3999 -9.0454
N 0.5938 7.0500 -8.8207
O 1.6930 7.0811 -9.7215
H 1.6881 5.7136 -6.3303
H 1.3392 4.2216 -6.9390
H 2.5271 5.3109 -7.8455
H 0.0337 3.5993 -8.8958
H -0.6368 4.6955 -9.9868
H 0.9259 4.7150 -10.1347
H -1.3453 4.6028 -7.3741
H -0.6569 5.9035 -6.3251
H -2.5847 5.9449 -8.6592
H -3.0061 6.4594 -7.1687
H -1.5309 8.5206 -7.2908
H -2.4894 8.3965 -8.6041
H -0.2721 7.7461 -11.4250
H -1.8657 8.2803 -10.8164
H -1.2914 6.6895 -10.5658
H 0.4270 9.5093 -8.0462
H -0.7758 10.1416 -9.2126
H 0.7265 9.7325 -9.7920
H 1.2548 6.8500 -10.5438
C 8.0298 -4.2413 3.6631
C 9.2612 -5.0143 3.0625
C 9.1330 -4.9062 1.5322
C 10.5987 -4.3438 3.4266
C 12.0367 -5.0678 3.2169
C 11.8572 -6.5626 3.6710
C 10.5452 -7.3075 3.3008
C 10.4591 -7.6199 1.7587
C 10.5406 -8.6051 4.0248
N 9.3828 -6.3915 3.6264
O 8.2413 -7.1010 3.7159
H 8.0723 -4.3817 4.7432
H 8.1892 -3.1962 3.3979
H 7.1015 -4.6546 3.2687
H 8.4242 -5.6938 1.2767
H 8.9266 -3.8943 1.1835
H 10.0318 -5.1968 0.9882
H 10.6880 -3.4176 2.8588
H 10.5183 -4.1336 4.4931
H 12.1171 -5.0031 2.1318
H 12.8845 -4.5890 3.7069
H 11.8788 -6.3332 4.7364
H 12.7729 -7.0366 3.3173
H 9.4238 -7.9013 1.5660
H 10.9420 -8.5955 1.7028
H 10.9395 -6.9148 1.0804
H 9.6614 -9.1393 3.6646
H 10.4873 -8.3791 5.0898
H 11.4096 -9.2398 3.8507
H 8.1668 -7.4191 4.6186
C 1.1489 -5.3925 -3.3253
C 0.1776 -6.5499 -3.8064
C 0.9284 -7.8307 -3.7672
C -0.9646 -6.7136 -2.7734
C -1.9163 -5.5626 -2.8569
C -2.4860 -5.3067 -4.2936
C -1.4957 -5.3463 -5.4879
C -2.3426 -5.7215 -6.6552
C -0.9662 -3.9035 -5.6772
N -0.3561 -6.2708 -5.1656
O 0.6038 -6.2219 -6.1050
H 1.9794 -5.2100 -4.0072
H 0.6736 -4.4119 -3.2988
H 1.6999 -5.4504 -2.3866
H 1.6899 -7.7325 -4.5409
H 1.5065 -7.9044 -2.8461
H 0.3892 -8.7507 -3.9931
H -1.5088 -7.5300 -3.2482
H -0.7547 -7.1157 -1.7823
H -2.7810 -5.8946 -2.2823
H -1.4575 -4.6786 -2.4141
H -2.8833 -4.2933 -4.2363
H -3.2283 -6.0632 -4.5480
H -1.6767 -5.5654 -7.5039
H -3.2429 -5.1648 -6.9154
H -2.5641 -6.7687 -6.8609
H -0.7826 -3.2598 -4.8170
H -1.5954 -3.3093 -6.3399
H 0.0344 -3.8424 -6.1050
H 0.4901 -6.9264 -6.7471
C -8.8326 -8.9474 3.6326
C -9.6255 -7.6897 3.9119
C -11.0706 -7.9928 4.1730
C -9.0110 -7.1096 5.1743
C -9.4086 -5.6463 5.3703
C -9.1136 -4.8861 4.1268
C -9.8710 -5.4082 2.9435
C -11.3981 -5.1593 3.0462
C -9.2193 -4.5715 1.7670
N -9.4918 -6.8002 2.8174
O -9.7785 -7.3468 1.5927
H -7.8949 -8.6593 3.1573
H -8.7730 -9.7997 4.3095
H -9.2907 -9.5231 2.8283
H -11.6385 -7.6245 5.0274
H -11.7020 -7.8834 3.2912
H -11.0597 -9.0626 4.3818
H -9.3618 -7.7280 6.0005
H -7.9795 -7.4214 5.3388
H -10.4604 -5.5371 5.6349
H -8.8003 -5.1420 6.1212
H -8.0279 -4.8087 4.0676
H -9.5327 -3.8972 4.3124
H -11.9002 -5.6121 3.9012
H -11.9097 -5.5328 2.1592
H -11.4823 -4.0726 3.0469
H -9.6118 -3.5594 1.8655
H -9.5183 -4.8940 0.7696
H -8.1323 -4.5612 1.6868
H -8.9329 -7.6744 1.2776
C -12.9379 -1.6545 -4.5231
C -12.6368 -1.5832 -6.0846
C -12.8930 -2.9281 -6.7846
C -13.6382 -0.6207 -6.8559
C -13.2708 0.8862 -6.7368
C -11.8138 1.1433 -7.2044
C -10.6765 0.2179 -6.5185
C -9.4886 0.3626 -7.4349
C -10.3315 0.7763 -5.1182
N -11.1734 -1.1990 -6.3982
O -10.2099 -2.1457 -6.0574
H -12.7523 -2.6774 -4.1957
H -12.1717 -0.9920 -4.1204
H -13.9060 -1.3524 -4.1236
H -12.5190 -3.7184 -6.1338
H -13.9623 -3.1184 -6.8767
H -12.3953 -3.1116 -7.7369
H -13.9782 -0.9538 -7.8365
H -14.6095 -0.5344 -6.3689
H -13.9406 1.3568 -7.4565
H -13.5208 1.2653 -5.7459
H -11.5521 2.1232 -6.8052
H -11.9027 1.1495 -8.2908
H -9.2785 1.4215 -7.5862
H -9.9021 -0.1461 -8.3057
H -8.6444 -0.2746 -7.1716
H -11.1319 1.2117 -4.5198
H -9.8187 1.7319 -5.2274
H -9.8043 0.0743 -4.4721
H -10.6626 -2.7098 -5.4262

=====

(B)
300
Properties=species:S:1:pos:R:3 method="wB97M-V/def2-TZVPD" spin_multiplicity=1 gap_ev=7.905
C -1.6208 0.2934 7.3790
C -1.5370 1.7913 7.6025
C -1.2974 2.4191 6.1705
C -2.9492 2.2188 8.0267
C -3.3754 2.0103 9.4824
C -2.2734 2.7038 10.3929
C -0.8312 2.1339 10.0329
C 0.0129 3.1080 10.8441
C -0.6314 0.6825 10.6133
N -0.5672 2.2975 8.5763
O 0.7262 2.1215 8.1744
H -0.6055 -0.0959 7.3038
H -2.2071 -0.2880 8.0905
H -2.1629 0.0703 6.4600
H -1.1182 3.4573 6.4502
H -0.4692 2.0214 5.5840
H -2.1908 2.2627 5.5660
H -3.0741 3.2636 7.7421
H -3.6884 1.7618 7.3689
H -4.3624 2.3938 9.7411
H -3.3911 0.9630 9.7843
H -2.5191 2.3256 11.3852
H -2.3613 3.7898 10.4227
H 1.0788 2.9724 10.6607
H -0.1410 3.0567 11.9220
H -0.2672 4.0878 10.4575
H -0.8326 0.6367 11.6836
H 0.4060 0.3651 10.5082
H -1.2944 -0.0218 10.1107
H 1.0339 3.0309 8.1839
C 0.7253 0.7754 -3.3233
C 1.4523 1.1514 -4.6530
C 0.5862 2.2536 -5.3399
C 2.8120 1.8172 -4.2967
C 3.8538 0.6845 -4.0151
C 3.9765 -0.4022 -5.1392
C 2.7798 -0.3002 -6.2430
C 3.0909 0.6771 -7.3709
C 2.6862 -1.7178 -6.8783
N 1.5461 -0.0321 -5.4667
O 0.3397 -0.4784 -6.0171
H 1.1024 1.3747 -2.4946
H -0.3601 0.8526 -3.2602
H 0.8455 -0.2728 -3.0498
H -0.4613 1.9525 -5.3290
H 0.6162 3.1757 -4.7593
H 0.8339 2.3479 -6.3972
H 3.2038 2.4010 -5.1297
H 2.7726 2.5575 -3.4976
H 4.8432 1.1368 -3.9468
H 3.6239 0.1439 -3.0970
H 4.0526 -1.3863 -4.6767
H 4.8635 -0.2111 -5.7433
H 4.0352 0.4595 -7.8700
H 3.1187 1.7060 -7.0122
H 2.2323 0.7578 -8.0375
H 1.8779 -1.6788 -7.6086
H 2.4918 -2.5055 -6.1503
H 3.6193 -1.9423 -7.3949
H 0.3134 0.0424 -6.8231
C 2.2074 4.8136 3.0307
C 2.1347 5.0280 4.5029
C 0.7387 5.5025 4.8940
C 2.2329 3.6504 5.2474
C 3.6438 3.1798 5.4354
C 4.6778 4.2036 6.0062
C 4.6110 5.5170 5.1291
C 5.3751 6.7163 5.8355
C 5.4554 5.3019 3.7559
N 3.1749 5.9816 4.9700
O 3.0157 7.1829 4.2958
H 3.1102 4.3174 2.6746
H 1.3197 4.3859 2.5646
H 2.2856 5.7303 2.4461
H 0.7701 5.6719 5.9703
H 0.4896 6.5302 4.6295
H -0.0635 4.7786 4.7506
H 1.6401 3.6930 6.1611
H 1.6838 2.9369 4.6330
H 3.6606 2.2014 5.9157
H 4.0574 2.8954 4.4678
H 5.6363 3.6865 6.0504
H 4.4568 4.3847 7.0581
H 5.0836 6.8845 6.8723
H 5.2039 7.6809 5.3576
H 6.4608 6.6311 5.7901
H 6.5228 5.5211 3.7808
H 4.9895 5.8747 2.9540
H 5.3352 4.2964 3.3526
H 2.7026 7.6669 5.0634
C -0.5586 5.7988 -1.4262
C 0.1087 7.0189 -2.0557
C 0.9977 7.6925 -1.0147
C 1.0273 6.5845 -3.2279
C 0.2047 6.2213 -4.4736
C -0.6321 7.4735 -4.9315
C -1.5198 7.9877 -3.8159
C -1.9169 9.4350 -4.2241
C -2.7563 7.0339 -3.7642
N -0.9214 8.0427 -2.4594
O -1.6919 8.5209 -1.4634
H 0.0205 5.2076 -0.7167
H -1.4422 6.0955 -0.8612
H -0.9485 5.1547 -2.2144
H 0.3387 8.0499 -0.2235
H 1.7175 7.0828 -0.4686
H 1.4921 8.5804 -1.4088
H 1.9250 7.1794 -3.3966
H 1.3940 5.6159 -2.8882
H 0.9072 6.0338 -5.2856
H -0.4328 5.3398 -4.4048
H -1.2030 7.1361 -5.7965
H 0.0912 8.2444 -5.1972
H -2.7066 9.8569 -3.6023
H -2.1687 9.4538 -5.2845
H -1.0870 10.1139 -4.0283
H -2.4546 6.0507 -3.4031
H -3.2213 6.8436 -4.7315
H -3.4920 7.3922 -3.0442
H -1.4093 9.4263 -1.3151
C -4.6486 4.6668 -0.8039
C -6.2424 4.8139 -0.8535
C -6.5381 5.3308 -2.3610
C -6.9173 3.4255 -0.5100
C -8.3888 3.4560 -0.0419
C -8.5084 4.4505 1.1540
C -8.0616 5.8618 0.7811
C -9.1079 6.5484 -0.3470
C -8.1254 6.7094 2.0340
N -6.6867 5.7425 0.2016
O -6.1823 6.9992 -0.0190
H -4.1233 4.4284 -1.7287
H -4.0605 5.5676 -0.6288
H -4.3618 3.7881 -0.2262
H -7.5938 5.5649 -2.4982
H -5.9850 6.2410 -2.5925
H -6.3115 4.5753 -3.1134
H -6.9434 2.9217 -1.4762
H -6.1741 2.8962 0.0864
H -9.0953 3.5853 -0.8619
H -8.7625 2.4798 0.2671
H -7.9458 4.0114 1.9778
H -9.5468 4.4480 1.4851
H -8.7892 7.5558 -0.6145
H -10.1358 6.6812 -0.0096
H -9.2161 5.8849 -1.2051
H -7.6441 7.6826 1.9368
H -7.4605 6.2413 2.7599
H -9.1416 6.8607 2.3980
H -5.5243 7.1476 0.6641
C -0.5152 -4.3825 -7.5923
C -1.9611 -4.3872 -7.0383
C -2.9669 -3.8950 -8.1295
C -2.5030 -5.8457 -6.7034
C -1.8581 -6.3811 -5.4492
C -2.1968 -5.4836 -4.2935
C -1.7119 -4.0229 -4.5170
C -2.3006 -3.1103 -3.3831
C -0.1861 -3.9863 -4.2272
N -2.0916 -3.5319 -5.8423
O -2.0587 -2.1985 -5.9790
H 0.1026 -5.1377 -7.1065
H -0.4726 -4.5439 -8.6694
H 0.0673 -3.5086 -7.3007
H -2.7490 -2.8343 -8.2538
H -2.7417 -4.2812 -9.1235
H -4.0108 -4.1075 -7.8984
H -3.5634 -5.9505 -6.4736
H -2.2476 -6.5153 -7.5247
H -2.0934 -7.4131 -5.1893
H -0.7837 -6.3705 -5.6325
H -1.8901 -6.0094 -3.3893
H -3.2539 -5.3995 -4.0417
H -1.8934 -3.4040 -2.4156
H -3.3830 -2.9887 -3.3403
H -1.9380 -2.1030 -3.5878
H 0.4187 -4.5937 -4.9005
H 0.0322 -4.3208 -3.2130
H 0.1216 -2.9484 -4.3552
H -1.1225 -1.9924 -6.0304
C -1.4801 -1.9749 1.9050
C -1.0350 -1.4448 0.5184
C -0.0811 -2.3823 -0.1897
C -2.3162 -1.3538 -0.3005
C -3.0586 -0.0403 -0.2004
C -2.1473 1.2161 -0.1671
C -0.9452 1.1360 0.7630
C 0.0869 2.2083 0.3019
C -1.4554 1.5837 2.1790
N -0.3251 -0.2045 0.8353
O 0.8682 -0.3618 1.5216
H -1.5312 -3.0513 1.7412
H -0.7893 -1.8030 2.7304
H -2.3692 -1.5761 2.3934
H 0.7671 -2.7085 0.4121
H -0.5912 -3.3287 -0.3698
H 0.4131 -2.0216 -1.0918
H -2.0239 -1.3596 -1.3506
H -2.9726 -2.1704 0.0002
H -3.8076 0.0005 -0.9912
H -3.7494 -0.0054 0.6420
H -2.7931 2.0623 0.0673
H -1.8436 1.4594 -1.1853
H 0.7570 1.8571 -0.4828
H 0.7192 2.5959 1.1007
H -0.3645 3.0144 -0.2764
H -0.8060 1.2784 2.9995
H -2.4185 1.1731 2.4821
H -1.5385 2.6677 2.2577
H 1.5385 -0.4688 0.8428
C 6.0090 -5.8482 1.1609
C 5.5061 -7.2892 1.2238
C 6.7936 -8.1741 1.0361
C 4.9790 -7.5631 2.5877
C 3.5837 -7.0668 2.8678
C 2.5594 -7.4851 1.7273
C 3.1092 -7.1167 0.2929
C 2.2695 -8.0024 -0.6644
C 2.9124 -5.6256 -0.0903
N 4.5117 -7.5830 0.1530
O 5.0341 -7.6196 -1.1406
H 6.8919 -5.6676 1.7740
H 6.3818 -5.4912 0.2008
H 5.2561 -5.1218 1.4667
H 7.3768 -7.9371 0.1462
H 7.4368 -8.0143 1.9015
H 6.5028 -9.2241 1.0696
H 4.9283 -8.5911 2.9464
H 5.7059 -7.2004 3.3145
H 3.2330 -7.3636 3.8562
H 3.5566 -5.9775 2.8391
H 1.6117 -6.9548 1.8209
H 2.2956 -8.5295 1.8933
H 1.2104 -8.0088 -0.4067
H 2.5921 -9.0433 -0.6417
H 2.3947 -7.7116 -1.7074
H 3.2283 -4.8987 0.6580
H 1.8615 -5.3748 -0.2343
H 3.3618 -5.5532 -1.0807
H 4.9171 -8.5462 -1.3625
C 5.8578 0.4689 1.1410
C 5.7057 -0.5524 -0.0542
C 4.2243 -1.0657 -0.1129
C 6.0310 0.1127 -1.3686
C 7.5468 0.3649 -1.5818
C 8.2952 -1.0302 -1.4785
C 8.0098 -1.7847 -0.1536
C 8.5621 -3.1810 -0.3157
C 8.9046 -1.0911 0.9959
N 6.5429 -1.7986 0.0591
O 6.3412 -2.3815 1.2832
H 4.9229 1.0120 1.2796
H 6.1121 0.1083 2.1377
H 6.5024 1.2846 0.8137
H 4.1080 -1.9587 -0.7269
H 3.8954 -1.4879 0.8367
H 3.4898 -0.3442 -0.4706
H 5.6466 -0.5142 -2.1732
H 5.5227 1.0708 -1.4762
H 7.7132 0.8301 -2.5534
H 7.8938 1.1003 -0.8559
H 9.3211 -0.6668 -1.5383
H 8.2746 -1.7047 -2.3345
H 8.1333 -3.7496 -1.1409
H 8.6304 -3.8840 0.5145
H 9.5621 -3.0364 -0.7246
H 8.6932 -1.7095 1.8683
H 8.6980 -0.0345 1.1662
H 9.9725 -1.2549 0.8508
H 5.7257 -3.1087 1.1651
C -4.4876 -9.5923 -0.2299
C -4.1393 -8.5532 -1.2342
C -2.9469 -9.1029 -2.0081
C -5.2941 -8.4523 -2.2283
C -6.3928 -7.4105 -1.8909
C -5.7604 -6.0674 -1.5042
C -4.7626 -6.2569 -0.2671
C -4.1307 -4.8257 -0.1206
C -5.5426 -6.5926 1.0402
N -3.7383 -7.2586 -0.6000
O -2.7738 -7.4143 0.3874
H -5.3381 -9.2617 0.3663
H -4.7747 -10.5561 -0.6505
H -3.7087 -9.6378 0.5313
H -2.4988 -8.4447 -2.7525
H -2.0882 -9.2421 -1.3513
H -3.1211 -10.0739 -2.4717
H -4.8693 -8.0502 -3.1480
H -5.8545 -9.3803 -2.3423
H -6.8887 -7.2169 -2.8421
H -7.1666 -7.8257 -1.2452
H -6.5336 -5.3375 -1.2643
H -5.1047 -5.7301 -2.3069
H -3.5891 -4.8468 0.8251
H -4.7956 -3.9619 -0.1132
H -3.3553 -4.6997 -0.8762
H -4.8994 -6.7732 1.9015
H -6.2464 -7.3858 0.7881
H -6.1040 -5.7632 1.4705
H -1.9156 -7.3176 -0.0319

=====

Most stable structure: (B)